--- 1 ---
Computed, not measured: a molecular structure, C4H10O, with ωB97M-V/def2-TZVPD.

The geometry in XYZ format:
```
15
Properties=species:S:1:pos:R:3:mulliken_charge:R:1
C -0.757 -0.863 1.656 -1.2130
C -0.678 -0.604 0.181 0.1303
C -0.363 0.695 -0.206 0.2276
C -0.089 1.155 -1.618 -1.1669
H -0.689 -1.919 1.937 0.3872
H 0.124 -0.501 2.202 0.3765
H -1.682 -0.527 2.121 0.3558
H -0.852 -1.423 -0.511 0.4180
H -0.611 1.472 0.509 0.4013
H -1.005 1.346 -2.175 0.3613
H 0.537 2.032 -1.655 0.3840
H 0.408 0.342 -2.158 0.3091
H 0.624 -0.149 0.088 0.0689
H 2.689 -0.977 -0.308 0.3704
O 2.345 -0.079 -0.063 -0.4106
```

Its spin multiplicity is 2. The LUMO energy (spin up / spin down) comes out at -5.1 / -7.5 eV. As for the highest occupied orbital energy (spin up / spin down): -0.62107 / -0.61128 Ha. Its orbital gap (spin up / spin down) is 11.755 / 9.183 eV. The expectation value of S² is 0.7539. The charge is +1.

---

--- 2 ---
Computed, not measured: 2 unconnected molecules or ions with the total composition C4H10O, with ωB97M-V/def2-TZVPD.

The geometry in XYZ format:
```
15
Properties=species:S:1:pos:R:3:mulliken_charge:R:1
C -5.745 0.639 0.555 -0.4140
O -4.338 1.076 0.011 -0.5190
H -5.453 -0.040 1.324 0.2315
H -6.054 1.653 0.823 0.1738
H -6.306 0.233 -0.315 0.2507
H -4.111 0.383 -0.573 0.2771
C 4.084 -1.191 -0.797 -1.0406
C 3.432 0.143 -0.490 0.2346
C 3.195 0.404 0.858 -0.3425
H 3.734 -2.141 -0.465 0.3955
H 4.148 -1.171 -1.851 0.3558
H 5.155 -1.191 -0.678 0.3959
H 2.637 0.574 -1.170 0.3489
H 2.337 1.063 1.082 0.3294
H 3.285 -0.436 1.687 0.3230
```

Its spin multiplicity is 2. The LUMO energy (spin up / spin down) comes out at -6.5 / -9.6 eV. As for the highest occupied orbital energy (spin up / spin down): -0.44873 / -0.44873 Ha. Its orbital gap (spin up / spin down) is 5.699 / 2.633 eV. The expectation value of S² is 0.7538. The charge is +1.

---

Short version: 2 is the least stable of them.

---

--- 1 ---
Computed, not measured: a gas-phase ion, C2H3O3S2 (charge -1), with ωB97M-V/def2-TZVPD.

The geometry in XYZ format:
```
10
Properties=species:S:1:pos:R:3:mulliken_charge:R:1
O -2.620 0.155 1.499 -0.6311
S -2.627 0.068 0.066 1.0985
O -3.763 0.789 -0.521 -0.6740
O -2.372 -1.290 -0.424 -0.6769
C -1.047 0.832 -0.701 -0.3170
C 0.193 -0.024 -0.408 -0.6242
S 0.048 1.657 0.359 -0.1934
H -1.385 1.085 -1.637 0.4835
H 0.116 -0.832 0.186 0.3299
H 1.081 0.022 -1.181 0.2047
```

Its structure (SMILES) is O=S(=O)([O-])[C@@H]1CS1. The LUMO energy comes out at 3.3 eV. As for the highest occupied orbital energy: -0.17455 Ha. Its orbital gap is 8.033 eV. The charge is -1.

---

--- 2 ---
Computed, not measured: a molecular structure, C2H3O3S2, with ωB97M-V/def2-TZVPD.

The geometry in XYZ format:
```
10
Properties=species:S:1:pos:R:3:mulliken_charge:R:1
C 1.062 -0.517 0.594 -0.1458
C 0.145 0.816 -0.590 -0.6174
O -2.081 -0.533 -0.994 -0.6884
O 0.039 -1.353 0.322 -0.2889
O -1.703 0.234 1.201 -0.6048
S 2.585 -0.913 0.091 -0.4668
S -1.074 -0.150 0.002 1.0170
H 0.842 -0.011 1.559 0.2497
H 0.236 0.507 -1.637 0.2782
H -0.051 1.920 -0.548 0.2673
```

The LUMO energy comes out at 3.7 eV. As for the highest occupied orbital energy: -0.13342 Ha. Its orbital gap is 7.350 eV. The charge is -1.

---

Short version: 2 is the least stable of them.

---

--- 1 ---
Computed, not measured: C8H10O2 in the gas phase, with ωB97M-V/def2-TZVPD.

The geometry in XYZ format:
```
20
Properties=species:S:1:pos:R:3:mulliken_charge:R:1
C 2.545 1.920 -0.725 -0.8249
O 1.471 2.060 0.117 -0.3785
C 0.507 1.061 0.084 0.7956
C 0.333 -0.019 -0.721 -0.6371
C -0.680 -1.021 -0.412 0.3773
C -0.614 -2.391 -1.167 -1.3177
C -1.491 -0.942 0.701 -0.7142
C -1.410 0.345 1.404 0.8329
O -2.395 0.521 2.360 -0.5823
C -0.398 1.220 1.191 -0.5929
H 2.227 1.883 -1.759 0.3150
H 3.074 2.832 -0.668 0.2903
H 3.127 0.999 -0.501 0.3307
H 0.984 -0.129 -1.615 0.2649
H 0.204 -2.937 -0.622 0.2856
H -1.511 -3.018 -0.948 0.3302
H -0.633 -2.298 -2.272 0.3583
H -2.214 -1.698 0.988 0.1881
H -2.741 -0.490 2.692 0.3494
H -0.387 2.104 1.875 0.3296
```

Its structure (SMILES) is COc1cc(C)cc(O)c1. The LUMO energy comes out at 0.7 eV. As for the highest occupied orbital energy: -0.31329 Ha. Its orbital gap is 9.219 eV.

---

--- 2 ---
Computed, not measured: 2 unconnected molecules or ions with the total composition C8H10O2, with ωB97M-V/def2-TZVPD.

The geometry in XYZ format:
```
20
Properties=species:S:1:pos:R:3:mulliken_charge:R:1
C 1.090 -0.446 -0.636 -0.0048
C 0.211 0.018 -1.603 -0.4837
C -0.904 -0.745 -1.873 -0.1368
C -1.142 -2.058 -1.388 -0.4867
C -0.176 -2.431 -0.460 -0.0421
C 0.949 -1.732 -0.062 -0.7105
H 1.888 0.254 -0.454 0.4239
H 0.243 1.119 -1.915 0.2361
H -1.666 -0.529 -2.557 0.3929
H -1.973 -2.723 -1.985 0.2439
H -0.268 -3.480 -0.107 0.2620
H 1.653 -1.944 0.781 0.3012
C -1.060 0.798 1.499 -0.8641
C 0.049 1.675 1.212 0.7319
O -0.007 2.441 0.283 -0.5377
O 1.078 1.665 2.164 -0.4622
H -2.011 1.283 1.124 0.2424
H -1.036 -0.305 1.205 0.1034
H -1.195 0.800 2.527 0.4400
H 1.693 2.196 1.681 0.3509
```

Its structure (SMILES) is c1ccccc1.CC(=O)O. The LUMO energy comes out at 0.8 eV. As for the highest occupied orbital energy: -0.34736 Ha. Its orbital gap is 10.239 eV.

---

Short version: 1 is the least stable of them.